Below is a structure of composition C30H35MnN2P2S2, with properties calculated with the ωB97M-V functional and the def2-TZVPD basis.

Geometry (Å):
Mn: -0.130 1.095 -0.506
C: 0.912 -4.510 -1.710
C: 0.058 -4.736 -0.443
C: 0.944 -4.503 0.800
C: -0.419 -6.185 -0.432
C: -1.083 -3.736 -0.429
C: -2.433 -4.133 -0.412
C: -3.479 -3.230 -0.381
C: -3.180 -1.874 -0.371
S: -4.245 -0.496 -0.328
C: -2.895 0.546 -0.339
N: -1.722 -0.072 -0.379
C: -1.845 -1.454 -0.397
C: -0.806 -2.374 -0.424
C: -2.840 1.995 -0.332
C: -3.922 2.869 -0.349
C: -3.690 4.237 -0.386
C: -2.391 4.733 -0.414
C: -1.299 3.868 -0.394
C: -1.530 2.510 -0.357
H: 1.714 -5.247 -1.746
H: 1.367 -3.516 -1.717
H: 0.302 -4.624 -2.607
H: 1.739 -5.248 0.826
H: 0.355 -4.601 1.714
H: 1.413 -3.515 0.784
H: 0.446 -6.847 -0.438
H: -1.022 -6.426 -1.309
H: -1.002 -6.418 0.461
H: -2.673 -5.187 -0.423
H: -4.504 -3.575 -0.365
H: 0.219 -2.008 -0.444
H: -4.931 2.475 -0.345
H: -4.525 4.924 -0.395
H: -2.221 5.801 -0.444
H: -0.290 4.270 -0.409
C: -1.205 2.328 2.730
P: -0.011 1.289 1.845
C: -0.177 -0.359 2.602
C: 1.624 1.894 2.346
C: 1.934 2.130 3.683
C: 3.214 2.535 4.028
C: 4.190 2.690 3.050
C: 3.887 2.460 1.717
C: 2.601 2.066 1.362
P: 2.145 1.656 -0.345
C: 3.087 2.776 -1.416
C: 2.921 0.000 -0.548
H: -1.055 2.182 3.800
H: -2.229 2.058 2.473
H: -1.035 3.375 2.482
H: 0.088 -0.278 3.657
H: 0.496 -1.075 2.128
H: -1.204 -0.714 2.511
H: 1.186 2.007 4.456
H: 3.452 2.734 5.064
H: 5.192 2.991 3.326
H: 4.657 2.585 0.966
H: 4.150 2.587 -1.271
H: 2.864 3.809 -1.148
H: 2.842 2.624 -2.467
H: 3.977 0.104 -0.290
H: 2.851 -0.395 -1.561
H: 2.477 -0.708 0.155
S: 0.462 0.785 -5.043
C: -1.037 1.527 -4.695
C: -1.220 1.632 -3.359
N: -0.176 1.136 -2.602
C: 0.775 0.659 -3.389
H: -1.705 1.840 -5.482
H: -2.089 2.064 -2.891
H: 1.682 0.196 -3.031

The calculation puts the gap between HOMO and LUMO (alpha / beta) at 5.345 / 6.217 eV. Its largest force on an atom is 1.67 eV/Å. The expectation value of S² is 4.108. The calculation puts the total energy at -3902.86479 a.u. Its spin multiplicity is 4. The net charge is +3. For the HOMO energy (alpha / beta), the calculation gives -16.6 / -16.6 eV.